# C24H25N4OS

The ion C24H25N4OS with charge +1 (ωB97M-V with the def2-TZVPD basis set, the OMol25 dataset).

Its spin multiplicity is 1. For the highest occupied orbital energy, the calculation gives -0.407 Ha. As for the HOMO-LUMO gap: 8.9 eV. The value obtained for the largest force on an atom is 0.80 eV Å⁻¹. The calculation puts the relative energy (zero: lowest compared OMol25 entry of this formula, charge and spin) at 0.000 eV. The SMILES is c1ccc(CNc2nc(C[NH+]3CCOCC3)nc3scc(-c4ccccc4)c23)cc1. The charge is +1.

Positions of all 55 atoms, in Å:
C1 -5.32 -2.65 1.28
C2 -4.14 -3.36 1.44
C3 -3.04 -3.06 0.65
C4 -3.12 -2.06 -0.31
C5 -1.92 -1.70 -1.15
N1 -1.50 -0.36 -0.80
C6 -0.26 0.01 -0.53
N2 0.74 -0.88 -0.67
C7 1.96 -0.50 -0.40
C8 3.11 -1.48 -0.56
N3 4.33 -0.75 -0.16
C9 5.32 -0.56 -1.23
C10 6.43 0.37 -0.72
O1 7.04 -0.16 0.42
C11 6.11 -0.32 1.47
C12 4.99 -1.28 1.05
N4 2.36 0.69 0.04
C13 1.39 1.60 0.20
S1 1.64 3.20 0.81
C14 -0.06 3.50 0.69
C15 -0.79 2.46 0.20
C16 -2.25 2.51 0.01
C17 -2.79 2.40 -1.27
C18 -4.17 2.43 -1.44
C19 -5.00 2.57 -0.34
C20 -4.46 2.69 0.93
C21 -3.09 2.67 1.11
C22 0.05 1.34 -0.08
C23 -4.31 -1.36 -0.46
C24 -5.40 -1.65 0.33
H1 -6.18 -2.88 1.89
H2 -4.08 -4.15 2.17
H3 -2.12 -3.62 0.78
H4 -1.08 -2.38 -0.98
H5 -2.19 -1.72 -2.21
H6 -2.23 0.33 -0.68
H7 2.94 -2.36 0.06
H8 3.17 -1.81 -1.60
H9 3.85 0.21 0.08
H10 4.83 -0.12 -2.10
H11 5.75 -1.53 -1.50
H12 7.21 0.47 -1.47
H13 6.00 1.37 -0.51
H14 6.67 -0.73 2.31
H15 5.68 0.65 1.75
H16 4.26 -1.38 1.85
H17 5.41 -2.26 0.82
H18 -0.43 4.47 0.98
H19 -2.14 2.31 -2.12
H20 -4.58 2.35 -2.43
H21 -6.07 2.59 -0.48
H22 -5.11 2.81 1.78
H23 -2.67 2.77 2.10
H24 -4.38 -0.58 -1.21
H25 -6.32 -1.10 0.20